11
Properties=species:S:1:pos:R:3 method="wB97M-V/def2-TZVPD" e_lumo_ev=-0.439 molar_mass_g_mol=100.07 multiplicity=1 charge=0 orbital_gap_ev=8.82 e_above_lowest_kj_mol=456.4
O -1.3195 -1.3594 0.7273
C -0.1425 -1.3241 0.3825
C 0.2826 0.0496 0.0329
C 0.7541 1.2336 0.7767
O 1.5594 0.5819 -0.2118
C -0.7526 -0.0662 -1.1020
O -1.8946 -0.4561 -0.9488
H 0.4220 -2.2261 0.1110
H 0.4083 2.2352 0.5108
H 1.0993 1.1160 1.8077
H -0.4166 0.2156 -2.0862


11
Properties=species:S:1:pos:R:3 method="wB97M-V/def2-TZVPD" e_lumo_ev=0.655 molar_mass_g_mol=100.07 multiplicity=1 charge=0 orbital_gap_ev=10.78 e_above_lowest_kj_mol=285.5
O -0.9678 -2.9737 1.1719
C -0.7892 -1.8543 1.1850
O 1.0914 -1.5729 -0.6567
C 1.2286 -0.5131 -0.0939
C 0.3630 0.6677 -0.3539
C -0.9962 1.1925 -0.2249
O 0.1041 1.7428 0.5093
H 0.9284 0.9307 -1.2655
H 2.1692 -0.2066 0.4094
H -1.8008 0.8048 0.4012
H -1.3307 1.7822 -1.0817